(1)
Computed, not measured: a cluster of 3 separate species, C6H16N2O in total, with ωB97M-V/def2-TZVPD.

```
25
Properties=species:S:1:pos:R:3
C 2.25393 0.92953 -1.22903
C 2.19475 0.58058 1.36092
C 2.14833 -0.93728 1.48048
O 1.63315 -0.03385 -1.67150
H -0.00614 0.06381 -1.13120
H 1.77014 1.89740 -1.04611
H 3.35163 0.92258 -1.19399
H 3.18835 0.91809 1.06071
H 2.05083 1.04666 2.34083
H 1.19709 -1.25854 1.91130
H 2.21534 -1.40245 0.49465
H 2.94720 -1.33704 2.10849
C -3.07459 0.11988 0.29090
C -2.12609 -1.27246 -1.68563
C -1.94806 -0.23558 -0.62503
N -0.35230 1.23814 0.37913
N -0.80282 0.37039 -0.52165
H 1.05660 0.94720 0.87099
H -1.05881 1.43883 1.08369
H -2.92338 -0.98601 -2.37634
H -1.20909 -1.41669 -2.25543
H -2.82231 -0.10847 1.33119
H -3.30549 1.18814 0.23550
H -3.96876 -0.44168 0.03092
H -2.40950 -2.23118 -1.24379
```

Computed properties:
Relative energy (zero: lowest compared OMol25 entry of this formula, charge and spin)   4.616 eV
2S+1   1
Charge   0
DFT total energy   -422.81707 Eh
Frontier orbital gap   8.21 eV

(2)
Computed, not measured: a cluster of 2 separate species, C6H16N2O2P in total, with ωB97M-V/def2-TZVPD.

```
27
Properties=species:S:1:pos:R:3
C -2.37039 2.32502 0.28696
C -0.15692 2.32879 1.55081
C 1.65182 -1.71919 -1.51901
C 1.45852 -3.07504 0.65645
C -1.36777 1.60378 1.15189
C 1.34233 -1.74830 -0.06676
N -0.45323 0.90463 -1.26980
N -0.31523 0.37208 -0.01209
O -0.86454 -1.28592 1.70997
O -1.06606 -1.91522 -0.85442
P -0.44643 -1.25153 0.31638
H -1.85620 2.97436 -0.43897
H -3.03710 1.68423 -0.18449
H -2.90245 3.07333 0.88664
H -0.53114 3.09044 2.35122
H 0.27154 3.02808 0.76562
H 0.50983 1.59753 1.82485
H 2.25816 -2.58266 -1.83320
H 0.63978 -1.77023 -1.98158
H 2.11825 -0.75792 -1.89750
H 2.42269 -3.51545 0.46740
H 0.79389 -3.78677 0.20967
H 1.22992 -3.11770 1.67572
H -1.89160 1.01771 1.84287
H 2.01917 -0.99947 0.44056
H -1.05645 0.41717 -1.92681
H 0.45778 1.02264 -1.75173
```

Computed properties:
Relative energy (zero: lowest compared OMol25 entry of this formula, charge and spin)   3.334 eV
2S+1   1
Charge   -1
DFT total energy   -839.56992 Eh
Frontier orbital gap   7.87 eV

(3)
Computed, not measured: a structure of composition C6H16NNaO6S, with ωB97M-V/def2-TZVPD.

```
31
Properties=species:S:1:pos:R:3
Na 0.55013 1.14659 0.05169
C 2.58686 -1.48750 0.74984
C 3.41856 -0.23565 0.37916
O 2.91066 0.92973 0.82872
H 1.53768 -1.18036 0.75125
H 2.85779 -1.86624 1.73699
H 2.67833 -2.25152 -0.03991
H 3.44982 -0.16457 -0.75443
H 4.49976 -0.42989 0.61862
S 0.36804 4.12021 1.54408
O 1.69642 4.68575 1.18641
O 0.48981 3.19859 2.70734
O -0.58871 5.22065 1.85717
O -0.13252 3.33122 0.35499
C -2.64311 -0.75878 -2.47476
C -1.68359 -0.23998 -1.37960
C -1.44956 -1.29495 -0.33580
O -1.01032 -0.71247 0.86793
C -1.08991 -1.59747 1.95398
N -0.42148 0.24735 -1.99724
H -2.52180 -0.16943 -3.38286
H -3.68741 -0.64303 -2.17281
H -2.45388 -1.81708 -2.67591
H -2.16796 0.64506 -0.96297
H -0.67787 -1.99376 -0.70671
H -2.35702 -1.89668 -0.18427
H -0.32780 -2.37997 1.86936
H -2.11482 -1.96965 2.08289
H -0.88085 -1.03305 2.86329
H -0.72645 0.99899 -2.61632
H -0.10879 -0.40214 -2.72013
```

Computed properties:
2S+1   1
Charge   -2
DFT total energy   -1304.86614 Eh
Frontier orbital gap   3.15 eV

(4)
Computed, not measured: a cluster of 2 separate species, C6H16NO in total, with ωB97M-V/def2-TZVPD.

```
24
Properties=species:S:1:pos:R:3
C -1.87656 -1.09001 -0.86914
C -0.57678 -0.30088 -0.61689
C 0.55268 -1.31643 -0.29435
C 1.67340 -0.89523 0.67462
C 1.96690 0.42753 2.84407
C 1.21158 -0.08510 1.87417
N -0.20193 0.64668 -1.68773
H -2.22925 -1.64838 -0.00470
H -2.64065 -0.48930 -1.33827
H -1.67387 -1.87153 -1.58590
H -0.62595 0.23731 0.32948
H 0.19557 -2.27300 0.11016
H 1.00712 -1.68410 -1.21122
H 2.56483 -0.51694 0.15488
H 2.06959 -1.84340 1.07820
H 2.98798 0.74729 2.69660
H 1.41127 0.63933 3.74886
H 0.16935 -0.33894 2.04582
H 0.84214 0.87850 -1.66168
H -0.77120 1.53151 -1.52183
H -0.51172 0.30093 -2.63093
H -1.38693 3.59971 -0.86958
H -2.55720 2.65961 -0.62218
O -1.60040 2.68482 -0.64245
```

Computed properties:
Relative energy (zero: lowest compared OMol25 entry of this formula, charge and spin)   2.382 eV
2S+1   2
Charge   0
DFT total energy   -368.03564 Eh
Frontier orbital gap (alpha / beta)   3.84 / 10.32 eV

(5)
Computed, not measured: a cluster of 2 separate species, C6H16NO in total, with ωB97M-V/def2-TZVPD.

```
24
Properties=species:S:1:pos:R:3
C 0.03110 0.97190 1.58804
O -0.31871 1.66080 0.36230
C 0.02700 -0.46546 1.28806
C 0.99002 -1.11133 0.44779
C 2.05883 -0.19604 -0.19624
C 0.16293 -1.95127 -0.62781
C 0.93133 -2.61839 -1.74594
N -3.34554 3.65249 0.06605
H -0.65341 1.27974 2.37801
H 1.00514 1.38192 1.85713
H -1.07620 1.17851 0.01339
H -0.71824 -1.08891 1.78329
H 1.50335 -1.85169 1.09538
H 2.54637 0.28613 0.66097
H 2.84121 -0.82811 -0.60188
H 1.63736 0.57675 -0.82506
H -0.52881 -2.57463 -0.05733
H -0.53422 -1.20645 -1.04569
H 0.30697 -3.45555 -2.06780
H 1.83525 -3.08382 -1.36042
H 1.05593 -2.03256 -2.64750
H -2.38637 3.44695 0.15006
H -3.67655 4.54027 0.34923
H -3.69473 3.48875 -0.86405
```

Computed properties:
Relative energy (zero: lowest compared OMol25 entry of this formula, charge and spin)   4.028 eV
2S+1   1
Charge   +1
DFT total energy   -367.83442 Eh
Frontier orbital gap   5.06 eV

(6)
Computed, not measured: a cluster of 2 separate species, C6H16NO in total, with ωB97M-V/def2-TZVPD.

```
24
Properties=species:S:1:pos:R:3
C -1.76977 0.33111 1.23853
C -1.76054 -0.41346 -0.10014
C -0.97271 0.31136 -1.18872
C 2.87583 0.32827 -1.92242
C 1.40408 0.63716 -1.86551
C 0.53519 0.05774 -1.05821
N -0.46596 0.98060 1.55970
H -2.58833 1.02939 1.34801
H -1.92715 -0.40505 2.02249
H -1.39675 -1.42013 0.08905
H -2.81224 -0.55645 -0.35039
H -1.27261 -0.07777 -2.16069
H -1.21884 1.37588 -1.13225
H 3.07049 -0.63999 -1.47799
H 3.13897 0.25015 -2.98096
H 3.49509 1.13947 -1.53858
H 1.04241 1.36123 -2.59325
H 0.84448 -0.70441 -0.33583
H 0.27149 0.25602 1.58333
H -0.49315 1.47034 2.45210
H -0.14499 1.61221 0.82334
H -0.32063 -2.60814 3.15522
H 0.51988 -2.39272 1.90918
O -0.05424 -1.92282 2.52399
```

Computed properties:
Relative energy (zero: lowest compared OMol25 entry of this formula, charge and spin)   0.921 eV
2S+1   1
Charge   +1
DFT total energy   -367.94859 Eh
Frontier orbital gap   9.88 eV

(7)
Computed, not measured: the ion C6H16NO with charge +1, with ωB97M-V/def2-TZVPD.

```
24
Properties=species:S:1:pos:R:3
C 0.74881 -2.45940 -0.23345
O -0.03398 -2.32724 0.93987
C 1.88454 -1.45412 -0.30425
C 1.59240 -0.11558 -1.03686
C 0.13992 0.34696 -1.06659
C -0.20110 1.38742 0.01701
C -1.70080 1.43930 0.26674
N -2.00235 2.69940 1.04730
H 1.09298 -3.48062 -0.43313
H 0.07650 -2.32097 -1.08969
H 0.32692 -1.60544 1.47128
H 2.64488 -1.90618 -0.93474
H 2.38519 -1.37137 0.65906
H 2.19529 0.65581 -0.54302
H 2.00848 -0.12384 -2.04412
H -0.16661 0.69378 -2.04696
H -0.52510 -0.49708 -0.85542
H 0.31937 1.11448 0.94024
H 0.16882 2.34037 -0.33861
H -2.22418 1.50714 -0.68095
H -2.05804 0.55491 0.78772
H -1.76890 3.50277 0.46499
H -1.44958 2.68291 1.90323
H -2.98680 2.87936 1.28518
```

Computed properties:
SMILES string   [NH3+]CCCCCCO
Relative energy (zero: lowest compared OMol25 entry of this formula, charge and spin)   1.412 eV
2S+1   1
Charge   +1
DFT total energy   -367.93054 Eh
Frontier orbital gap   9.14 eV

(8)
Computed, not measured: a cluster of 2 separate species, C6H16NO in total, with ωB97M-V/def2-TZVPD.

```
24
Properties=species:S:1:pos:R:3
C -1.57162 -1.80813 0.18508
O -2.69340 -0.98685 0.56599
C -0.31111 -1.16388 0.59842
C 0.10726 0.10499 0.11640
C 1.43822 -0.07416 -0.77010
C 2.75119 -0.22913 0.01304
C 3.38586 1.13268 0.29249
N -2.58966 2.25851 -0.86544
H -1.70972 -1.91688 -0.89384
H -1.68622 -2.78141 0.65547
H -2.42770 -0.26347 1.10790
H 0.22074 -1.49939 1.48937
H 0.48644 0.76460 0.90372
H -0.64079 0.59333 -0.51291
H 1.44256 0.88097 -1.29930
H 1.28633 -0.78657 -1.58027
H 2.55094 -0.71806 0.96957
H 3.40097 -0.88914 -0.55670
H 2.94571 1.60971 1.17597
H 4.44581 1.11129 0.50951
H 3.19260 1.82255 -0.52839
H -2.61611 3.25557 -0.68721
H -3.06198 2.03642 -1.72752
H -2.84796 1.78416 -0.01831
```

Computed properties:
Relative energy (zero: lowest compared OMol25 entry of this formula, charge and spin)   3.970 eV
2S+1   1
Charge   +1
DFT total energy   -367.83655 Eh
Frontier orbital gap   6.13 eV

(9)
Computed, not measured: a cluster of 2 separate species, C6H16NOPS2 in total, with ωB97M-V/def2-TZVPD.

```
27
Properties=species:S:1:pos:R:3
C -1.98165 2.42814 0.56449
C 1.01913 -2.23226 -0.22398
C 0.94202 -0.04337 -1.33123
C 3.09039 -0.61284 -0.24791
C -3.04466 1.71081 -0.24044
C 1.51385 -0.74625 -0.20056
N -3.89870 -0.21129 1.77362
O -2.69543 0.40282 -0.54499
P -3.28442 -0.89562 0.28816
S -4.96206 -1.44863 -0.62843
S 1.13374 -0.09185 1.44523
H -1.18530 1.56071 0.77078
H -1.51692 3.13701 -0.17764
H -2.39586 2.92408 1.45059
H 1.44392 -2.63029 0.67758
H -0.03468 -2.17138 -0.16994
H 1.31329 -2.64517 -1.27828
H 1.08280 1.10156 -1.30958
H -0.13995 -0.09978 -1.44705
H 1.50828 -0.30207 -2.28738
H 3.44706 0.47081 0.05089
H 3.42752 -1.24967 0.46618
H 3.43508 -0.97118 -1.29601
H -3.33315 2.30313 -0.96727
H -3.88954 1.58612 0.42448
H -4.49146 -1.06945 2.14773
H -3.19400 -0.18016 2.46164
```

Computed properties:
2S+1   3
Charge   0
DFT total energy   -1505.81784 Eh
Frontier orbital gap (alpha / beta)   9.56 / 6.57 eV

- Among the records above, which one has the highest 2S+1?
  C6H16NOPS2